The following is a DFT calculation (ωB97M-V with the def2-TZVPD basis set) of an isolated ion of composition C4H6Cl2N3 and charge +1.

The geometry in XYZ format:
```
15
Properties=species:S:1:pos:R:3:forces:R:3
Cl -1.3444 2.1307 -0.4977 0.183 -0.499 -0.066
Cl -3.7125 0.1238 0.3444 -0.466 -0.206 0.542
N -1.9687 -1.3441 -0.8466 -0.461 -0.414 -0.291
N 0.9429 1.1948 0.4004 -0.963 -0.835 -1.142
N -0.0676 -0.1127 -1.3621 2.634 0.611 -1.901
C -1.1643 -0.4459 1.0943 1.601 -0.774 3.465
C -0.1798 0.8229 -0.3347 1.002 1.712 0.698
C -2.2116 -0.6425 0.2611 -1.790 -0.812 -1.292
C -0.8779 -1.1904 -1.5063 -0.637 0.881 -0.443
H 1.7990 0.9461 -0.0272 1.258 -0.376 -0.002
H 0.9783 1.9470 1.0745 -0.447 0.132 -0.345
H 0.6147 0.0515 -2.2097 -1.434 -0.326 2.339
H -0.7158 -1.7620 -2.3994 0.257 -0.500 -0.123
H -0.4738 -1.3144 1.3232 -0.430 1.162 -1.035
H -1.1808 0.2206 1.9551 -0.307 0.243 -0.405
```
Forces are in eV/Å.

For the HOMO-LUMO gap (spin up / spin down), the calculation gives 0.2678 / 0.2526 Ha. Its expectation value of S² is 2.008. Its energy relative to the best compared isomer or geometry (same formula, charge and spin) is 0.000 eV. The value obtained for the highest occupied orbital energy (spin up / spin down) is -11.34 / -14.61 eV. As for the total charge: +1. The value obtained for the maximum force is 3.895 eV/A. As for the lowest unoccupied orbital energy (spin up / spin down): -0.14890 / -0.28424 Ha. The spin multiplicity is 3.